*P*
Formula: C3H4O
Source: the OMol25 dataset
Level of theory: ωB97M-V/def2-TZVPD

Calculated values
- HOMO-LUMO gap (alpha / beta) (eV) = 8.10 / 9.19
- HOMO (alpha / beta) (eV) = -8.26 / -8.88
- total charge = 0

Geometry (Å):
1 O 1.16455 0.38243 0.63292
2 C -0.49628 -0.13796 -0.36717
3 C 0.11692 1.13854 0.12447
4 C 0.71971 -0.98858 0.17737
5 H 0.21599 2.03961 -0.42877
6 H -0.85421 -0.18263 -1.50639
7 H -1.34094 -0.52562 0.38249
8 H 0.47426 -1.72579 0.98508

Löwdin population analysis, charges in e, atoms 1 to 4: O -0.118; C -0.224; C -0.099; C -0.007

*Q*
Formula: C3H4O
Source: the OMol25 dataset
Level of theory: ωB97M-V/def2-TZVPD

Calculated values
- HOMO-LUMO gap (eV) = 9.03
- HOMO (eV) = -8.29
- total charge = 0
- SMILES = C=C=CO

Geometry (Å):
1 O -1.51937 1.20086 -0.03366
2 C 0.27928 -0.23604 0.15553
3 C -0.98958 -0.02083 0.26947
4 C 1.47592 -0.49607 -0.26088
5 H -1.69157 -0.78313 0.55942
6 H 0.90753 -1.33998 -0.82081
7 H -0.76444 1.77413 -0.23311
8 H 2.30224 -0.09896 0.36403

Löwdin population analysis, charges in e, atoms 1 to 4: O -0.009; C -0.181; C -0.234; C 0.005

Short version: *P* is the least stable of them.

*P*
Formula: C3H7P
Source: the OMol25 dataset
Level of theory: ωB97M-V/def2-TZVPD

Calculated values
- HOMO-LUMO gap (eV) = 9.00
- HOMO (eV) = -8.70
- total charge = 0
- SMILES = C/C=P/C

Geometry (Å):
1 P -0.75466 1.07846 -0.34253
2 C 0.57332 0.13704 0.21631
3 C -2.19807 -0.13203 0.22935
4 C 1.97883 0.60760 0.13102
5 H -3.21099 0.43247 0.11819
6 H -2.37260 -1.11372 -0.16528
7 H 2.11828 1.67128 -0.08505
8 H 2.53246 0.09509 -0.65220
9 H 0.41620 -0.53456 0.98226
10 H 2.43071 0.36911 1.09193
11 H -1.95784 -0.08107 1.30345

Löwdin population analysis, charges in e, atoms 1 to 4: P 0.867; C -0.510; C -0.373; C -0.221

*Q*
Formula: C3H7P
Source: the OMol25 dataset
Level of theory: ωB97M-V/def2-TZVPD

Calculated values
- HOMO-LUMO gap (eV) = 9.01
- HOMO (eV) = -8.39
- total charge = 0
- SMILES = C=C(C)P

Geometry (Å):
1 P 1.32762 -0.69966 0.15595
2 C 0.12329 1.31215 -0.80319
3 C -1.25264 -0.87471 0.17543
4 C -0.15058 0.03127 -0.70052
5 H -0.48654 -1.32908 0.81567
6 H 2.20076 0.41241 0.35627
7 H -1.80852 -0.18569 0.74664
8 H -1.78363 -1.59614 -0.34935
9 H 1.39759 -0.52849 1.53016
10 H -0.70741 2.00166 -1.08484
11 H 1.14007 1.45628 -0.84224

Löwdin population analysis, charges in e, atoms 1 to 4: P 0.747; C -0.092; C -0.083; C -0.468

Short version: *Q* is the least stable of them.

*P*
Formula: C10H16
Source: the OMol25 dataset
Level of theory: ωB97M-V/def2-TZVPD

Calculated values
- HOMO-LUMO gap (alpha / beta) (eV) = 2.86 / 7.18
- HOMO (alpha / beta) (eV) = 0.81 / -3.57
- total charge = -1
- spin multiplicity = 2
- expectation value of S² = 0.76

Geometry (Å):
1 C -1.83127 0.10615 0.51680
2 C -1.54948 0.84212 1.69250
3 C -0.24302 1.55427 -0.73994
4 C -0.72889 1.95062 1.59316
5 C -1.14207 0.53055 -0.66432
6 C 0.50993 -3.61884 -0.04360
7 C 0.35080 1.99238 -2.07117
8 C -0.11903 2.39402 0.42382
9 C 2.44907 -1.95387 -0.39361
10 C 1.08334 -2.21605 0.25586
11 H 1.34112 -4.31256 -0.12946
12 H 1.20740 -1.93478 1.31464
13 H 3.26106 -2.04468 0.34031
14 H 0.23665 3.07888 -2.11104
15 H 0.41506 -1.39273 -0.00697
16 H -2.05743 0.60103 2.62119
17 H -2.53166 -0.71914 0.52684
18 H -0.05474 1.33353 -2.84447
19 H -0.41865 2.37009 2.55365
20 H -1.38970 0.00132 -1.57921
21 H 2.57774 -0.93848 -0.76455
22 H -0.06577 -3.87066 0.83741
23 H 0.14925 -3.55453 -1.07108
24 H 0.64744 3.14379 0.54519
25 H 1.42377 1.77565 -2.14808
26 H 2.71594 -2.70817 -1.14191

Löwdin population analysis, charges in e, atoms 1 to 4: C -0.190; C -0.204; C -0.355; C -0.211

*Q*
Formula: C10H16
Source: the OMol25 dataset
Level of theory: ωB97M-V/def2-TZVPD

Calculated values
- HOMO-LUMO gap (alpha / beta) (eV) = 2.93 / 6.97
- HOMO (alpha / beta) (eV) = 0.80 / -3.34
- total charge = -1
- spin multiplicity = 2
- expectation value of S² = 0.76

Geometry (Å):
1 C 0.63530 -2.55946 1.25091
2 C -0.45550 -2.95020 0.50787
3 C -1.21459 1.45946 0.33506
4 C 1.37631 -1.09430 -0.54594
5 C 2.49097 -0.26391 -1.14304
6 C -1.19351 2.35763 1.60298
7 C 1.57996 -1.61977 0.78302
8 C -1.28468 2.33780 -0.90612
9 C -0.76888 -2.23422 -0.72065
10 C 0.23879 -1.40145 -1.24344
11 H 3.43750 -0.38706 -0.62203
12 H -2.01241 1.99934 -1.63167
13 H -1.28079 -3.43560 1.02429
14 H -1.95563 3.12173 1.42455
15 H 2.25204 0.80687 -1.03140
16 H -0.28548 2.50012 -1.30391
17 H 2.36100 -1.26027 1.42496
18 H 0.86325 -2.99632 2.21731
19 H 2.67570 -0.48059 -2.19685
20 H -2.11799 0.86427 0.46989
21 H -1.62836 3.36729 -0.77778
22 H -1.64257 -2.57586 -1.26030
23 H -0.23253 2.84750 1.76012
24 H 0.04752 -1.04411 -2.25681
25 H -1.51599 1.86514 2.52230
26 H -0.36943 0.77594 0.31669

Löwdin population analysis, charges in e, atoms 1 to 4: C -0.205; C -0.209; C -0.292; C -0.372

Short version: *P* is the least stable of them.

*P*
Formula: CH2IOP
Source: the OMol25 dataset
Level of theory: ωB97M-V/def2-TZVPD

Calculated values
- HOMO-LUMO gap (eV) = 8.00
- HOMO (eV) = -9.17
- total charge = 0

Geometry (Å):
1 I 2.54057 -0.48941 -0.30745
2 P 0.36702 -0.79512 0.69319
3 O -0.11236 1.77025 -0.19721
4 C -0.60905 0.80492 0.27467
5 H -0.54709 -2.02136 -0.73995
6 H -1.63910 0.73072 0.27675

Löwdin population analysis, charges in e, atoms 1 to 4: I 0.283; P 0.293; O -0.045; C -0.616

*Q*
Formula: CH2IOP
Source: the OMol25 dataset
Level of theory: ωB97M-V/def2-TZVPD

Calculated values
- HOMO-LUMO gap (eV) = 8.85
- HOMO (eV) = -9.54
- total charge = 0

Geometry (Å):
1 I 3.42801 -0.04546 -0.46460
2 P -2.02701 0.90170 -0.20015
3 O 1.51754 -0.37405 -0.73150
4 C -2.21485 0.00467 1.06047
5 H 1.49321 0.09651 -1.59645
6 H -2.19690 -0.58338 1.93222

Löwdin population analysis, charges in e, atoms 1 to 4: I 0.816; P 0.664; O -0.798; C -0.533

*R*
Formula: CH2IOP
Source: the OMol25 dataset
Level of theory: ωB97M-V/def2-TZVPD

Calculated values
- HOMO-LUMO gap (eV) = 8.68
- HOMO (eV) = -8.70
- total charge = 0

Geometry (Å):
1 I 0.91317 2.84294 0.30507
2 P -0.33582 1.02090 1.04582
3 O -0.40261 -1.78576 0.85461
4 C 0.31765 -1.05777 0.22582
5 H -1.37243 0.86390 0.19117
6 H 0.90367 -1.43456 -0.62509

Löwdin population analysis, charges in e, atoms 1 to 4: I 0.271; P 0.238; O -0.074; C -0.300

Short version: *Q* is the least stable of them.